44
Properties=species:S:1:pos:R:3 method="wB97M-V/def2-TZVPD" de_lowest_kcal_mol=29.3 charge=+1 homo_energy_ev=-12.49 orbital_gap_ev=8.79
H -1.794 2.456 -1.627
H -4.626 2.726 1.674
H -3.882 -0.499 3.523
N -1.425 2.073 0.467
O 2.857 -5.056 -1.388
H 7.274 -3.743 -1.841
S 2.391 -3.733 -1.831
C 6.242 -4.157 -1.729
C -4.058 0.190 2.696
H -1.051 0.320 -2.307
C -3.560 2.558 1.862
H -2.406 1.442 3.324
I 2.472 -0.703 -1.920
H -0.967 3.110 2.257
H -1.466 0.418 1.858
H -3.968 1.968 3.874
B 4.696 -2.492 -2.311
O 5.221 -1.226 -2.673
H -3.363 1.289 0.097
C -0.606 0.639 -1.365
C -0.758 3.204 1.194
H -3.635 -0.262 1.796
C -1.074 -0.205 -0.198
H -0.122 2.743 -1.111
H -3.184 3.016 -0.172
C -0.979 2.078 -1.013
H -3.180 3.525 2.201
H -2.118 -0.501 -0.327
C -3.447 1.553 3.008
H 0.138 0.857 1.236
F 1.025 -3.359 -0.985
H 0.315 3.135 1.028
H 6.332 -5.259 -1.792
N 3.492 -2.478 -1.418
H 5.817 -3.848 -0.748
H 6.182 -1.261 -2.611
H -5.137 0.274 2.555
O 2.002 -3.662 -3.251
H 0.481 0.554 -1.477
O 5.353 -3.642 -2.763
H -0.486 -1.116 -0.081
C -2.940 2.203 0.514
H -1.143 4.141 0.796
C -0.915 0.731 0.977